72
Properties=species:S:1:pos:R:3 method="wB97M-V/def2-TZVPD" homo_lumo_gap_ha="0.241 / 0.200" charge=+3 lumo_energy_ha="-0.3598 / -0.4244" s_squared=13.028 spin_multiplicity=7 relative_energy_kj_mol=0.00 e_homo_ev="-16.36 / -16.98"
Tb -0.2833 0.2858 -0.1403
P 1.9477 0.8721 1.9253
P -1.0487 3.1238 -0.8713
P -1.6780 0.1181 2.2754
P 2.2206 -0.2783 -1.4420
O -1.1122 -1.5397 -0.7581
C -1.3927 -1.2710 3.4230
C -1.4219 -3.6443 -3.6626
C 1.8739 -0.4819 -3.2429
C -2.1506 1.4739 3.4053
C 3.8157 0.6379 -1.5357
C 0.5074 -4.3157 1.7001
C 0.0386 3.7857 -2.1209
C -1.1080 -3.2614 -2.3682
C 2.8536 -1.9674 -1.0780
C 3.3770 -0.2589 2.1964
C -2.5787 2.7686 -1.7396
C -0.7100 -4.5404 1.1726
C -2.2969 -2.8765 -4.4532
C -1.6059 -2.0297 -1.8964
C -2.5273 -1.2570 -2.6595
C 1.5395 1.1271 3.7020
C -2.8628 -1.7009 -3.9404
C 2.9369 2.4167 1.7115
C -3.3061 -0.3815 1.5779
C -1.4787 4.3399 0.3911
H 4.3653 0.6483 -0.5848
H -2.1676 5.1641 0.1136
H 1.2146 0.1982 4.1899
H 0.9442 -1.0437 -3.4245
H 3.8568 0.0175 3.1485
H -2.1692 1.1395 4.4539
H -1.9419 3.8054 1.2368
H -0.4986 -3.8553 -1.6854
H 0.8370 4.3298 -1.6121
H -1.6413 -4.1886 1.6456
H 3.6550 2.3156 0.8893
H 1.7606 0.5135 -3.6984
H 2.6992 -1.0077 -3.7523
H -2.8760 -0.3065 -2.2648
H -0.8139 -5.0883 0.2433
H 3.4838 2.6388 2.6413
H -1.4254 2.2932 3.3058
H -2.5396 -3.2157 -5.4645
H -3.1975 -1.2726 0.9441
H -3.5853 -1.1173 -4.5348
H -3.0845 3.7482 -1.8629
H -3.2427 2.1094 -1.1792
H -0.5279 4.4598 -2.7839
H 2.0141 -2.6371 -0.8467
H 2.4417 1.4960 4.2182
H 3.0282 -1.2966 2.2681
H -3.1460 1.8403 3.1190
H -2.4391 2.3239 -2.7413
H 3.6233 1.6788 -1.8271
H -0.5342 4.7979 0.7335
H 1.4147 -4.6787 1.1965
H 0.5006 2.9868 -2.7143
H -0.9678 -4.5344 -4.1058
H -3.7392 0.4305 0.9769
H 4.4532 0.1736 -2.3041
H 0.7471 1.8771 3.8124
H -2.3266 -1.5406 3.9419
H -3.9696 -0.6021 2.4232
H -0.0566 2.3671 0.0002
H 0.6538 -3.7423 2.6343
H 3.5621 -2.0046 -0.2394
H 4.1275 -0.1999 1.3971
H 2.2706 3.2585 1.4914
H -0.6380 -0.9778 4.1657
H -1.0263 -2.1436 2.8605
H 3.3521 -2.3036 -1.9968